ORCA calculation (ωB97M-V/def2-TZVPD) on the molecule C10H13NO2S.

The geometry in XYZ format:
```
27
Properties=species:S:1:pos:R:3:forces:R:3
C 3.352631 0.110402 -1.484999 0.063 0.007 0.078
C 3.173824 -0.243014 -0.019474 -0.419 -0.516 -0.190
S 2.175534 -1.779410 0.203315 0.109 0.060 -0.040
C 0.484354 -1.249166 -0.232315 0.464 -0.071 0.194
C -0.347805 -0.909457 1.001436 0.017 0.103 -0.119
C -1.705578 -0.416742 0.588272 0.164 0.166 0.061
C -1.873363 0.835932 0.002047 -0.148 -0.025 0.002
C -3.143943 1.230759 -0.377025 0.023 -0.061 0.026
C -4.204989 0.364532 -0.161446 0.046 -0.002 0.008
C -3.933874 -0.861878 0.423944 -0.361 0.184 -0.150
N -2.722209 -1.243319 0.786471 0.160 -0.425 0.193
C 2.551093 0.839388 0.820389 0.309 0.098 0.579
O 2.733931 0.987512 1.998131 0.042 0.018 0.049
O 1.731320 1.641974 0.120792 -0.335 0.255 -0.533
H 3.792729 -0.733451 -2.009963 0.029 -0.024 -0.024
H 2.401455 0.355592 -1.950455 -0.016 0.006 -0.048
H 4.012319 0.970409 -1.581520 0.044 0.123 -0.086
H 4.125582 -0.518942 0.440411 -0.138 0.141 0.046
H 0.563854 -0.399763 -0.908303 -0.115 -0.033 -0.090
H 0.041064 -2.088831 -0.766614 -0.032 0.067 -0.077
H -0.468101 -1.802698 1.614346 0.000 0.095 0.023
H 0.161676 -0.148188 1.595614 0.026 -0.046 0.022
H -1.023776 1.484194 -0.153177 0.103 0.030 -0.012
H -3.305760 2.197737 -0.831983 -0.012 0.057 -0.024
H -5.211722 0.633934 -0.439795 -0.093 -0.004 -0.013
H -4.721991 -1.578801 0.614691 -0.133 0.010 -0.027
H 1.361747 2.321302 0.707204 0.201 -0.210 0.152
```
Forces are in eV/Å.

* energy relative to the best compared isomer or geometry (same formula, charge and spin): 1.56 kJ/mol
* SMILES: C[C@H](SCCc1ccccn1)C(=O)O
* LUMO energy: 0.54 eV
* orbital gap: 9.379 eV
* electronic energy: -27001.826 eV

Atom charges from the natural (NBO) analysis, given in e for atoms 1 to 4: atom 1 (C): -0.61, atom 2 (C): -0.43, atom 3 (S): 0.22, atom 4 (C): -0.52